# 1
100
Properties=species:S:1:pos:R:3:lowdin_charge:R:1 method="wB97M-V/def2-TZVPD" homo_lumo_gap_ev=5.41 total_charge=+1
H 16.4710 8.8550 16.0177 0.103
H 9.0811 11.1428 12.8417 0.079
H 11.7589 5.9320 13.8741 0.065
C 14.9048 11.8304 13.9006 -0.103
H 14.3575 14.0035 12.3990 0.120
C 15.9920 7.6267 10.7034 -0.151
H 10.2140 12.1985 12.0358 0.085
C 14.4831 7.5818 18.5051 -0.167
C 13.5720 6.1218 8.4194 -0.042
H 18.0844 13.8031 11.5778 0.117
C 12.2979 10.0562 18.2533 -0.403
H 13.3925 9.3912 9.2538 0.113
C 15.2488 6.8124 17.4164 -0.144
C 17.5244 12.8644 11.5629 -0.088
C 8.4447 6.8124 8.8520 -0.052
H 19.4090 9.0776 11.7290 0.118
C 13.0685 8.4258 8.8469 -0.043
S 10.1672 7.0378 6.5646 1.047
H 10.0841 6.5433 13.5735 0.075
C 15.2269 11.7273 11.3908 -0.079
C 17.7057 12.0509 12.8913 -0.264
N 12.4847 8.8854 17.6120 0.081
H 12.6795 6.8945 17.4549 0.135
C 10.1247 11.4947 12.8789 -0.061
H 16.3167 6.7567 17.6379 0.117
C 19.5395 8.2258 12.3837 -0.118
C 15.4226 13.8760 12.5757 -0.110
H 11.1454 9.1633 8.0864 0.112
C 12.8203 8.1818 12.4455 -0.018
H 14.5421 6.9598 19.4100 0.118
H 9.6988 8.8614 13.5872 0.088
C 12.4098 10.5679 12.5183 -0.037
N 18.4593 7.4695 12.6989 -0.085
H 13.8008 12.0844 13.8683 0.124
C 12.4101 6.0092 7.6911 -0.097
H 15.6068 11.0823 10.5907 0.131
C 19.8952 6.0019 13.9266 -0.035
H 15.0888 11.2706 14.8462 0.119
C 11.1152 6.5170 13.2128 -0.051
H 17.8678 5.5268 13.3189 0.126
C 15.9995 13.0641 11.4124 -0.280
C 11.8717 8.3595 8.2036 -0.085
C 8.5896 6.9587 7.3748 -0.740
H 17.2066 7.4283 15.7113 0.100
H 17.1051 10.1335 13.7654 0.093
C 16.8828 10.7555 12.8486 -0.160
C 17.2117 12.9321 14.0632 -0.111
C 11.5487 7.1115 7.5978 -0.574
O 15.1173 6.4423 13.7206 -0.221
H 10.2585 12.0766 13.7775 0.055
C 13.9405 7.3189 9.0532 -0.254
C 20.9920 6.8552 13.7253 -0.056
H 17.9466 12.2814 10.7000 0.130
H 17.7807 13.8779 14.0353 0.126
Cl 22.0255 9.1833 12.8315 0.730
H 13.3818 9.5073 19.8705 0.116
H 21.9771 6.6728 14.1412 0.120
H 12.3710 7.4145 19.1265 0.132
H 14.3022 5.2986 8.4931 0.124
O 7.6595 6.9788 6.5708 -0.032
H 15.3091 13.7014 14.7659 0.137
H 12.1069 5.0565 7.2311 0.114
H 14.3926 8.1055 15.8822 0.143
H 13.4569 7.3539 12.1765 0.081
H 12.0433 8.8331 16.6889 0.163
H 11.4590 11.9202 18.1057 0.134
H 15.9122 14.8540 12.6194 0.123
O 14.0119 5.2758 15.2248 0.077
N 14.6958 9.6898 12.7077 -0.075
C 11.0984 10.3367 12.8238 -0.304
C 18.6654 6.2720 13.3263 -0.127
H 8.0003 7.7497 9.2644 0.101
N 12.7418 10.2153 19.5060 0.219
C 12.9517 7.6285 18.2176 -0.140
H 14.1857 11.9854 11.1317 0.117
H 18.7545 11.7537 13.0232 0.133
C 20.7858 7.9948 12.9573 -0.645
H 11.1512 5.9324 12.2822 0.091
H 15.7300 13.5901 10.4890 0.143
C 15.1533 7.3017 15.9638 -0.265
H 9.4330 6.6801 9.3657 0.077
H 12.7087 11.5916 12.2987 0.086
C 11.5427 7.9076 12.9312 -0.291
H 11.3370 10.9131 16.6623 0.136
H 14.8842 8.6043 18.7373 0.116
C 10.6773 9.0207 13.1591 -0.045
Lu 16.2364 8.0056 13.0149 1.541
H 17.4591 12.5068 15.0310 0.107
C 13.3969 9.5129 12.4935 -0.291
C 15.3684 10.9929 12.7236 -0.495
H 14.8462 5.7961 17.4880 0.123
H 12.7194 11.0884 19.9952 0.131
N 11.5433 11.0108 17.6600 0.204
C 15.6960 13.1346 13.9049 -0.289
H 19.9291 5.0919 14.5533 0.126
N 16.3851 8.0042 15.4512 -0.025
H 7.8082 5.9382 9.0578 0.093
C 15.1486 7.4631 9.8105 -0.177
C 14.7105 6.2344 14.9368 -0.585
H 17.1686 10.1961 11.9443 0.095

---

# 2
78
Properties=species:S:1:pos:R:3:lowdin_charge:R:1 method="wB97M-V/def2-TZVPD" s_squared=2.0075 homo_lumo_gap_ev="7.38 / 7.35" total_charge=0 multiplicity=3
H -15.1677 17.9626 10.2542 0.110
C -15.0463 15.8905 2.4142 -0.072
C -9.1409 17.0415 5.7304 -0.077
H -10.7687 16.3017 8.6428 0.128
H -13.1987 14.9345 2.1341 0.093
C -10.6649 11.6342 0.8952 -0.037
O -9.9195 12.3586 4.5502 -0.461
C -12.1562 17.2603 4.4257 -0.384
H -16.7322 16.9594 3.0028 0.108
H -12.1428 18.7530 7.3028 0.126
C -11.3973 18.0082 2.2775 -0.084
C -14.6586 8.8853 5.5984 -0.093
H -6.5928 16.8547 7.9417 0.086
C -15.3434 14.2788 4.7188 -0.088
C -11.6217 11.4029 -0.0566 -0.053
C -12.1942 19.1444 2.3265 -0.078
Pd -11.2344 13.9747 5.5144 0.497
C -14.8681 10.8467 4.2783 -0.093
H -9.2976 17.1990 4.6647 0.099
C -10.2248 16.7832 6.5843 -0.344
C -12.3729 12.4188 2.4713 -0.304
C -11.0787 12.1305 2.1591 -0.240
C -13.7246 18.4939 8.7231 -0.064
H -14.9779 7.9117 5.9682 0.105
C -9.0310 13.5104 7.5470 -0.041
C -10.6230 13.4782 7.4948 -0.421
C -14.7050 16.3571 8.9446 -0.076
C -14.5661 17.6317 9.4064 -0.109
H -13.7270 11.4691 -0.4973 0.114
H -7.0176 17.1184 5.5115 0.106
C -16.2781 15.2689 4.3790 -0.094
H -12.2709 19.7494 1.4379 0.102
C -12.9411 18.0716 7.6284 -0.138
H -12.0401 10.9890 6.1706 0.085
H -13.3960 18.7057 5.4154 0.078
H -16.2871 9.2190 4.1238 0.121
P -12.8814 12.8728 4.2068 1.057
O -11.2470 13.3056 8.4639 0.062
C -13.9752 15.9642 7.7870 -0.069
C -14.2172 14.0932 3.8443 -0.347
O -9.7182 14.1838 2.8683 -0.364
H -15.4127 15.6718 9.5287 0.132
S -9.6430 12.7499 3.1195 0.474
C -13.0681 16.8143 7.1616 -0.392
P -11.8990 16.2068 5.9008 1.058
H -10.7990 17.8561 1.3649 0.117
H -10.9183 15.9849 3.1386 0.123
H -13.7570 19.5838 8.9196 0.115
C -7.8397 17.0810 6.2128 -0.062
C -9.9764 16.5385 7.8884 -0.144
H -8.7172 12.5727 6.9748 0.096
H -17.2005 15.4571 5.0108 0.120
C -13.3429 12.2282 1.4361 -0.089
C -12.8792 18.3933 4.5405 -0.095
H -14.3941 12.4171 1.5604 0.101
C -8.6662 16.6958 8.4664 -0.062
C -13.5178 9.3787 6.2123 -0.077
H -8.6953 13.4325 8.5546 0.062
C -11.4531 17.0506 3.2654 -0.134
C -14.0710 14.9480 2.7282 -0.104
C -13.6686 11.3002 4.8128 -0.324
C -16.1676 16.0485 3.2263 -0.086
H -15.3488 11.4797 3.6177 0.072
O -8.4822 12.0734 2.5765 -0.318
H -9.6395 11.5406 0.6646 0.097
H -15.5205 13.6108 5.5666 0.106
H -14.9991 16.4659 1.5531 0.085
H -8.7254 14.3858 6.9609 0.046
H -12.9186 8.9248 7.0070 0.112
H -11.3939 11.0297 -0.9783 0.078
C -12.9853 10.6084 5.8214 -0.078
C -12.9477 11.7474 0.2266 -0.079
H -8.4948 16.5772 9.5360 0.107
C -12.9220 19.3438 3.4899 -0.058
H -13.9871 14.9161 7.4717 0.094
C -15.3796 9.6015 4.6503 -0.062
C -7.5887 16.8967 7.5986 -0.077
H -13.6154 20.1660 3.5991 0.100

---

# 3
212
Properties=species:S:1:pos:R:3:lowdin_charge:R:1 method="wB97M-V/def2-TZVPD" homo_lumo_gap_ev=8.06 total_charge=0
H 16.8106 -19.6144 -6.5751 0.055
H 19.2849 -18.3986 -3.4049 0.085
H 9.5942 -18.8711 -5.5716 0.075
H 3.1276 -18.7064 -5.9853 0.061
O 3.9560 -15.4929 -6.9914 -0.285
N 9.1749 -18.1075 -7.5278 -0.286
C 11.7919 -22.0451 -9.4110 -0.186
H 3.9207 -25.3595 -6.3973 0.059
C 7.6659 -14.1808 -13.4089 -0.344
H 18.1507 -19.5589 -3.6470 0.072
H 6.2622 -16.6902 -7.5571 0.059
H 9.9958 -18.1162 -0.6497 0.128
H 8.1498 -18.3940 -1.5142 0.089
H 4.9369 -14.7032 -11.7097 0.117
H 1.9100 -24.7449 -6.4291 0.051
C 3.8762 -16.3486 -12.1276 -0.164
H 9.6714 -19.2133 -11.2358 0.063
H 1.2625 -24.0208 -2.4590 0.075
H 4.7766 -21.1053 -4.8963 0.090
H 6.3798 -23.0135 -4.3543 0.075
H 14.3634 -21.2986 -4.5654 0.042
O 3.0881 -14.1502 -12.4618 0.056
H 7.7507 -20.9060 -11.4812 0.101
H -0.1593 -16.1323 -7.9777 0.051
H 2.7444 -17.2965 -4.8678 0.084
H 9.8062 -14.1867 -13.5822 0.122
H 7.1888 -20.2974 -14.2663 0.106
C 10.6330 -18.9943 -2.4868 -0.409
H 16.5710 -16.4626 -7.7681 0.081
H 2.7029 -17.9615 -8.7803 0.055
C 0.5896 -15.3507 -4.9456 -0.130
C 10.0798 -12.9456 -10.3483 -0.689
C 14.8536 -20.4935 -4.0182 -0.133
H 6.0454 -24.4343 -5.2057 0.067
H 8.6076 -23.6629 -4.7482 0.048
C 10.0033 -18.1887 -11.0679 -0.121
C 8.1008 -15.2488 -5.3443 -0.132
H 5.2941 -18.6499 -12.5208 0.090
Cl 12.0498 -14.6290 -9.6172 0.541
O 11.5483 -21.6585 -12.9422 0.051
H 2.3735 -16.3297 -10.5588 0.104
H -0.4794 -14.8627 -9.0773 0.082
H 6.4657 -23.0221 -6.1619 0.087
H 11.4919 -23.6461 -10.6589 0.139
O 7.6781 -16.0258 -1.9681 0.107
H 13.4595 -17.5206 -6.4770 0.058
C 7.1550 -21.1802 -12.3519 -0.148
H 2.9437 -13.6296 -9.0200 0.072
C 1.9674 -13.4004 -8.5930 -0.091
H 7.7322 -19.2935 -12.9123 0.089
H 12.0685 -12.3447 -9.7257 0.061
H 7.0957 -14.7314 -16.6118 0.127
H 7.7491 -19.7719 -3.4359 0.120
C 8.6380 -20.0249 -2.8580 -0.168
H 10.0701 -22.5112 -10.4313 0.133
H 15.5016 -20.7707 -6.6333 0.080
C 10.5880 -17.6456 -7.6128 -0.068
C 14.2372 -16.7635 -6.3759 -0.117
H 14.3929 -16.3943 -11.7202 0.047
C 1.3962 -23.9981 -5.8237 -0.116
O 0.9035 -14.5289 -12.1143 0.106
C 8.8457 -18.8677 -6.3640 -0.154
P 2.4690 -15.5310 -6.9413 0.589
C 8.8260 -16.2002 -10.2515 -0.107
H -0.2187 -14.6208 -4.9024 0.081
C 1.8184 -17.9140 -8.1451 -0.133
H 6.2117 -14.3051 -5.4988 0.121
H 12.7090 -20.2464 -8.9294 0.079
C 8.6712 -16.1271 -4.1767 -0.030
H 1.4179 -13.0946 -9.4833 0.086
H 8.2967 -16.1988 -15.3121 0.111
C 5.8135 -19.6807 -8.1972 -0.071
H 0.3780 -24.3795 -5.7460 0.083
H 3.0984 -26.6735 -5.7811 0.083
H 17.0728 -21.0240 -5.6886 0.076
C 10.4560 -22.6010 -5.3027 -0.567
N 15.6748 -19.6327 -4.7944 -0.305
O 3.7629 -20.8803 -11.7680 0.114
N 2.0304 -17.1821 -6.9120 -0.287
H 8.5608 -19.8940 -6.5955 0.064
N 8.9808 -17.7082 -10.1463 -0.263
C 4.8724 -20.7074 -12.1761 -0.502
C 6.0710 -17.2346 -8.4819 -0.106
C 11.6409 -13.0686 -10.4195 -0.553
Cl 12.2036 -23.1416 -5.5465 0.523
H 12.7655 -16.9786 -11.9353 0.047
C 11.5574 -21.6811 -11.6721 -0.361
H 4.6916 -21.5065 -6.6604 0.057
H 1.6137 -18.5968 -5.3385 0.078
H 4.5614 -14.8548 -13.5380 0.129
H 10.6857 -17.0268 -8.5048 0.039
P 8.4138 -18.7514 -8.9001 0.579
H 17.6162 -17.2805 -6.6534 0.052
H 14.2414 -16.1362 -7.2673 0.052
H 18.8366 -16.0993 -3.5632 0.087
H -0.2942 -14.5274 -7.2588 0.060
H 3.1658 -21.5117 -5.8047 0.075
H 3.3014 -14.0333 -4.2773 0.071
H 6.1268 -16.5813 -9.3526 0.063
C 4.2160 -14.8932 -12.5049 -0.203
H 10.4721 -19.7969 -0.3800 0.126
N 6.7491 -18.5445 -8.6821 -0.231
H 11.3053 -22.5094 -8.5532 0.095
H 11.2140 -18.5368 -7.6568 0.071
H 5.7482 -19.8280 -7.1191 0.044
C 18.4587 -18.6090 -4.0840 -0.132
Cl 9.3132 -12.8875 -8.7621 0.588
H 8.6004 -17.1812 -4.4452 0.083
C 4.1518 -26.4480 -3.2145 -0.149
Cl 14.3670 -17.2735 -13.8782 0.527
P 3.6723 -23.8227 -4.0192 0.689
H 9.4980 -13.7036 -10.8726 0.011
H 12.7431 -22.5737 -9.4728 0.119
H 3.2489 -27.0393 -3.0618 0.076
N 15.5993 -17.2512 -6.0149 -0.295
H 12.1227 -13.1006 -11.3967 0.071
N 1.8050 -14.8062 -5.5561 -0.298
C 2.4588 -13.7102 -4.8886 -0.118
H 4.9796 -26.5988 -5.8288 0.083
C 6.9296 -19.9382 -13.2703 -0.100
O 6.4993 -15.3352 -3.6618 0.053
O 11.9298 -20.4706 -11.0434 -0.055
C 7.6175 -14.1897 -15.8229 -0.149
C 5.4034 -19.6046 -13.0352 -0.049
H 9.9632 -17.6684 -12.0248 0.077
P 15.8359 -17.9807 -4.4592 0.605
H 17.2398 -15.5636 -3.7938 0.071
H 1.8200 -13.3275 -4.0927 0.083
O 5.8766 -21.5440 -11.8663 0.016
H 2.0440 -12.7972 -7.6883 0.070
C 9.5326 -23.8446 -5.2955 -0.657
H 8.0999 -15.8789 -10.9982 0.058
H 13.9222 -16.0857 -5.5825 0.069
H 4.5578 -16.7144 -11.3596 0.103
H 8.0931 -13.2972 -16.2296 0.124
O 14.8624 -17.3973 -3.4866 -0.297
H 9.9154 -12.0334 -10.9218 0.075
C 0.9952 -23.7700 -3.4856 -0.167
N 1.5492 -14.7297 -8.1363 -0.304
H 9.7026 -15.8380 -3.9750 0.134
C 4.2403 -21.6437 -5.6777 -0.082
H 15.4628 -18.2547 -11.3564 0.072
H 4.1609 -26.1108 -2.1780 0.082
C 14.3785 -18.3662 -11.3464 -0.674
H 4.9937 -17.2358 -8.6474 0.048
C 0.0388 -15.0730 -8.1417 -0.060
H 1.0398 -17.6001 -8.8404 0.065
H 4.9842 -27.1091 -3.4554 0.081
H 1.4828 -23.1722 -6.5298 0.069
O 9.7912 -19.4769 -3.4778 -0.035
H 17.0558 -15.8497 -6.0165 0.063
C 8.9738 -14.8672 -13.7614 -0.052
C 13.8087 -17.2051 -12.1554 -0.663
Cl 13.8631 -18.0697 -9.7319 0.688
C 11.1378 -22.6158 -10.6246 -0.100
C 16.7405 -16.6337 -6.7050 -0.117
H 8.5403 -15.7463 -9.3025 0.058
N 3.9714 -25.5094 -4.2608 -0.318
H 10.4608 -22.1264 -4.3215 0.047
H 4.8671 -19.4495 -13.9714 0.124
C 5.9172 -23.3545 -5.2806 -0.163
H 3.9132 -16.9442 -13.0397 0.110
H 7.8885 -18.5206 -5.9750 0.071
N 17.4249 -17.6207 -3.9488 -0.319
H 6.1477 -20.6824 -8.4674 0.068
H 8.1253 -19.8782 -0.5838 0.120
H 17.5313 -16.3847 -2.2844 0.087
O 7.2822 -13.7828 -12.2573 0.037
O 3.8968 -23.2457 -2.6224 -0.320
H 8.2181 -14.1720 -5.2226 0.111
H 8.7052 -21.1128 -2.8467 0.113
H 18.7238 -18.7696 -5.1290 0.070
H 0.5871 -22.7677 -3.3552 0.078
H 0.7838 -15.7532 -3.9514 0.081
H 0.2452 -16.2310 -5.4883 0.065
H 1.5405 -18.9665 -8.0881 0.088
C 2.4134 -17.9408 -5.6823 -0.080
C 6.5801 -15.2509 -5.1014 -0.151
C 4.0231 -26.1188 -5.6220 -0.107
H 4.8234 -19.5087 -8.6192 0.070
C 2.4927 -16.3102 -11.6421 -0.081
Cl 9.2994 -24.6213 -6.8880 0.538
H 14.1706 -19.9253 -3.3867 0.074
H 7.4883 -22.0587 -12.9045 0.129
H 0.1353 -24.4217 -3.6405 0.075
H 15.5851 -21.0550 -3.4370 0.077
C 16.2677 -20.3503 -5.9819 -0.079
C 2.0414 -14.9277 -12.0539 -0.443
H 11.0352 -18.1541 -10.7184 0.051
O 11.6999 -18.3820 -2.6184 0.095
N 1.9853 -23.8120 -4.5090 -0.294
H 5.9614 -16.0460 -5.5173 0.093
H 10.0533 -21.7967 -5.9183 0.065
H 2.9210 -12.8997 -5.4522 0.076
O 6.9550 -13.8663 -14.5950 -0.018
C 11.8886 -20.5449 -9.5821 -0.190
C 17.8065 -16.3762 -3.3391 -0.120
C 7.5877 -15.8397 -3.1462 -0.528
C 10.0493 -19.1040 -1.1074 -0.071
H 9.5924 -15.0693 -15.8681 0.110
H 8.4858 -15.3869 -6.3547 0.094
H 10.6878 -16.9887 -6.7488 0.087
H 10.9745 -20.1414 -9.1466 0.073
H 1.9118 -17.1360 -12.0531 0.139
C 8.6708 -15.1752 -15.2958 -0.134
C 8.5636 -19.4010 -1.4603 -0.129
H 14.0838 -19.3515 -11.7076 0.072
N 4.5259 -23.0376 -5.2963 -0.323
H 9.9041 -24.6606 -4.6758 0.058
H 9.1588 -15.7296 -13.1211 0.092
H 9.7829 -15.7852 -10.5679 0.023
O 8.8206 -20.1744 -8.9845 -0.292